[1]
The following is a DFT calculation (the ωB97M-V functional and the def2-TZVPD basis) of C30H33F4KN17S as an isolated structure.

Geometry as XYZ:
```
86
Properties=species:S:1:pos:R:3:forces:R:3
C -2.650 -0.952 -2.313 0.019 0.027 0.052
N 0.184 1.830 1.359 0.081 0.268 -0.042
K 0.227 -0.278 -0.308 -0.340 -0.271 0.054
S -4.769 -6.854 -0.646 -0.113 -0.022 0.033
N -0.216 1.841 -2.483 0.246 0.197 -0.094
H 0.526 1.349 -1.972 0.105 -0.169 0.014
C -3.135 -0.305 3.102 -0.028 -0.057 -0.004
C 1.327 2.049 2.006 -0.004 -0.196 -0.033
N -1.042 -2.420 1.068 0.110 -0.038 0.023
H -5.306 1.567 2.125 0.017 -0.014 -0.016
C -5.126 1.708 1.057 -0.100 0.036 0.034
C 0.095 1.475 -3.860 -0.045 -0.077 0.038
H -0.496 3.795 0.829 0.016 -0.054 -0.007
N 1.978 -3.442 -2.197 -0.010 0.013 0.015
C -0.807 2.870 1.349 -0.052 0.161 0.144
H -4.617 -3.503 -3.334 -0.002 0.002 -0.003
C -3.940 -2.904 -2.739 0.016 0.023 0.012
H -0.599 5.169 -3.008 -0.012 0.001 0.044
H -1.982 -5.881 2.495 -0.024 -0.004 -0.024
C 3.300 -0.040 -2.236 -0.156 -0.100 -0.083
N -4.697 -5.544 -1.591 0.123 0.019 -0.013
C -2.608 1.037 2.618 0.028 0.034 0.054
H -1.068 3.222 2.361 0.036 -0.041 0.011
H 0.403 3.939 -4.771 0.022 -0.052 0.050
N 4.478 0.556 -2.385 0.070 0.136 0.151
C 1.964 -2.133 -2.434 -0.067 0.056 -0.059
F 4.200 -0.100 2.863 0.017 -0.025 0.008
N 2.976 2.020 -1.856 -0.045 -0.182 0.248
F 1.824 -0.246 1.634 0.362 0.013 0.345
H -2.292 0.036 -2.594 -0.014 0.011 0.010
C 2.233 0.949 2.158 -0.317 0.043 -0.161
H -0.273 -4.439 3.633 -0.013 -0.018 -0.005
N -3.743 -6.409 0.521 0.100 0.044 -0.040
H -2.655 -1.123 2.559 -0.022 0.084 0.016
N -2.647 1.169 1.171 -0.107 0.007 0.002
N -2.194 -1.414 -1.167 -0.080 0.039 -0.042
C -3.287 -5.212 0.191 -0.040 -0.062 0.034
C 0.098 3.249 -2.245 -0.057 -0.053 0.028
C -0.778 -4.116 2.733 0.025 -0.003 0.012
F 3.454 4.466 3.761 -0.001 0.000 0.008
N 0.741 -1.671 -2.697 -0.036 -0.034 -0.058
C -3.521 -1.658 -3.141 0.007 0.016 -0.028
H -1.937 2.270 -0.402 0.073 0.088 0.008
C -2.561 -2.638 -0.786 -0.031 -0.034 -0.039
C -3.835 -4.715 -1.026 -0.080 -0.021 -0.030
N 3.143 -1.399 -2.466 0.106 -0.028 0.120
C -0.467 -2.881 2.166 -0.017 0.028 -0.095
N -0.570 3.725 -4.543 -0.071 -0.010 0.028
H 0.286 -2.236 2.610 -0.016 -0.013 0.026
H -0.064 3.485 -1.193 -0.049 -0.017 -0.013
H -1.857 2.072 -4.593 -0.002 -0.036 0.021
H -3.158 1.851 3.128 -0.016 -0.003 -0.007
N -0.038 -2.782 -2.615 0.005 0.040 -0.039
H 1.153 1.666 -4.103 -0.012 0.057 -0.018
H -3.825 1.002 -0.509 0.012 0.012 -0.051
H 4.868 2.267 3.833 -0.008 -0.021 -0.002
N 2.343 0.814 -1.888 -0.040 0.103 -0.153
C -2.320 -4.437 0.944 0.017 0.031 -0.020
H -4.166 -0.186 0.718 0.028 0.018 0.005
H -2.917 -0.426 4.164 0.006 0.014 0.003
H -2.809 3.265 0.786 -0.027 -0.032 -0.018
H -3.844 -1.226 -4.080 -0.023 -0.032 0.000
H 1.159 3.467 -2.444 -0.014 0.011 -0.053
N 0.692 -3.811 -2.328 0.037 0.048 0.001
C 3.903 2.193 3.356 0.044 -0.032 -0.002
C -1.716 -4.905 2.109 0.042 0.017 0.058
H -1.561 1.130 2.909 -0.031 -0.020 0.007
C 1.833 3.231 2.613 0.090 -0.002 0.035
H -1.860 3.902 -2.899 -0.001 -0.005 0.038
C -3.458 -3.410 -1.534 0.033 0.014 0.020
H -4.216 -0.399 2.977 0.001 -0.010 -0.001
H -4.987 2.778 0.887 0.047 -0.019 -0.013
H -1.161 4.283 -5.155 0.022 0.019 -0.012
C -0.807 4.103 -3.093 0.032 -0.001 -0.173
H 3.964 -1.952 -2.288 0.014 0.021 -0.035
N 4.228 1.850 -2.114 0.060 -0.021 -0.333
C -3.938 0.874 0.570 0.057 -0.051 0.019
C -1.957 -3.175 0.455 0.008 -0.014 0.004
C 3.443 1.013 2.784 -0.004 0.106 0.043
C -0.801 2.247 -4.794 0.062 0.150 -0.030
C 3.060 3.279 3.241 -0.042 0.023 -0.008
C -2.098 2.423 0.673 -0.006 -0.113 -0.023
F 1.130 4.399 2.549 -0.008 0.015 -0.013
H -6.033 1.406 0.528 0.010 -0.004 0.001
H -0.051 0.399 -3.982 -0.007 -0.002 0.014
H -0.578 2.066 -5.845 -0.020 -0.032 0.002
```
Forces are in eV/Å.

Output
molar mass = 778.9 g/mol
ΔE to the lowest compared entry with this formula, charge and spin = 168.9 kJ/mol
LUMO = 0.82 eV
spin multiplicity = 1
HOMO level = -3.73 eV
Kohn-Sham gap = 4.6 eV
net charge = -1

=====

[2]
The following is a DFT calculation (the ωB97M-V functional and the def2-TZVPD basis) of C26H44Cl2GeMnN2OS2Si3 as an isolated structure.

Geometry as XYZ:
```
82
Properties=species:S:1:pos:R:3:forces:R:3
H 3.821 4.274 -1.339 0.011 0.007 -0.004
C -0.318 3.027 3.954 0.000 0.004 -0.001
H 4.542 -2.706 -0.072 -0.014 -0.007 0.018
H -4.732 0.175 -0.487 -0.051 -0.072 0.004
C 4.579 -2.185 0.886 -0.032 0.019 -0.100
C -3.751 0.620 -0.356 0.054 0.020 -0.076
H 1.379 -0.420 -4.598 0.017 -0.018 -0.011
O -5.345 -1.840 -3.106 -0.022 0.015 -0.014
H -7.486 -2.806 2.472 -0.006 -0.002 0.003
H 3.847 2.849 -2.383 -0.006 0.007 -0.009
C -3.454 1.615 -1.472 -0.020 -0.025 -0.007
H -2.502 2.110 -1.273 0.041 -0.001 0.008
H 3.824 -1.382 3.799 0.000 -0.014 0.020
C -4.892 -2.803 0.303 -0.012 0.020 -0.002
H 5.965 0.957 0.625 0.017 -0.002 0.013
H 2.210 -0.678 3.725 -0.022 0.005 -0.013
H -1.953 -0.217 0.367 0.016 0.019 0.055
Si 2.882 -1.741 1.548 0.228 -0.106 0.178
H 6.346 2.495 -0.142 -0.001 0.016 0.004
C -2.462 -1.410 -1.084 0.051 -0.011 -0.012
H 5.128 -0.669 -2.353 0.013 -0.045 -0.015
Si 2.650 -0.785 -2.501 0.104 0.108 -0.009
C -5.613 -3.048 1.462 -0.009 -0.001 -0.005
C 0.113 3.259 1.604 -0.026 0.035 0.005
H 2.251 -3.065 -3.357 0.036 0.024 -0.028
H -3.876 -3.167 0.216 0.031 0.012 -0.007
C -6.829 -1.731 -0.665 0.010 0.008 0.013
H -3.769 1.122 0.614 -0.008 -0.002 -0.019
C 1.906 -3.357 1.860 -0.047 0.031 -0.023
C 3.621 2.961 1.666 -0.031 0.025 -0.003
C -4.574 2.640 -1.594 -0.007 -0.001 0.014
H 3.410 -3.084 -2.029 -0.022 -0.008 -0.022
Cl 0.389 4.331 0.278 0.027 -0.014 -0.030
C 0.080 1.872 1.398 -0.057 -0.054 -0.013
C -5.499 -2.134 -0.756 0.110 0.052 0.000
Si 3.905 2.193 -0.016 0.107 -0.159 0.106
C -0.395 1.654 3.799 0.011 0.001 -0.001
C -6.928 -2.617 1.564 0.008 -0.007 -0.003
H 5.851 1.125 -1.133 0.022 0.000 -0.017
H 0.942 -3.470 1.336 0.006 0.003 0.023
H -4.365 3.354 -2.389 0.007 0.003 -0.006
H -7.288 -1.241 -1.513 -0.010 0.004 -0.003
H -0.606 1.006 4.638 0.003 -0.003 0.000
H 3.571 0.160 2.979 0.016 0.011 0.026
H 1.682 -3.005 -1.705 -0.107 0.004 0.077
H 5.076 -2.842 1.605 0.021 -0.007 0.005
Cl -0.412 -0.640 2.441 -0.279 0.240 0.482
H -5.152 -3.585 2.280 0.002 0.002 0.001
H 2.346 3.333 -1.583 -0.047 0.024 -0.001
H 0.356 -0.145 -3.184 -0.014 -0.001 -0.009
S 0.270 1.190 -0.229 0.006 0.144 0.002
H 2.514 -4.203 1.536 -0.007 -0.022 -0.005
Mn 0.755 -1.237 0.436 0.131 0.066 -0.709
H -4.700 3.201 -0.667 0.004 0.005 0.007
C -0.075 3.829 2.853 -0.003 -0.016 0.004
H 4.605 -1.139 -3.967 -0.007 0.014 -0.031
H -2.957 -2.192 -2.862 -0.012 -0.027 0.020
H 1.539 1.078 -3.671 -0.021 0.016 -0.014
N -3.371 -1.795 -2.029 0.060 0.014 -0.035
C 4.386 -0.473 -3.129 -0.016 0.051 -0.045
H -3.338 1.071 -2.413 -0.014 -0.002 0.001
C 1.358 0.004 -3.592 -0.055 0.000 0.025
H 5.205 -1.299 0.764 0.021 0.012 -0.006
H 4.366 2.585 2.370 0.000 -0.002 0.021
C -4.792 -1.884 -2.040 -0.022 0.036 0.047
N -2.726 -0.425 -0.247 -0.033 -0.092 0.038
C 5.678 1.631 -0.184 0.018 0.020 0.034
S -0.974 -2.252 -1.097 0.119 -0.123 0.070
H 3.724 4.047 1.614 0.023 0.012 0.002
H 2.634 2.739 2.071 0.008 0.015 0.005
C -0.206 1.115 2.541 0.035 -0.022 -0.025
H -0.028 4.904 2.952 0.001 0.015 -0.006
H 1.685 -3.469 2.923 0.025 -0.009 0.018
C 3.133 -0.823 3.164 0.004 0.019 -0.014
Ge 2.528 0.248 -0.299 -0.443 -0.291 -0.008
C 2.467 -2.650 -2.369 0.036 -0.011 0.020
C 3.425 3.264 -1.465 0.013 0.002 -0.019
H -0.460 3.470 4.929 0.004 0.002 0.007
C -7.538 -1.963 0.501 -0.005 -0.002 -0.003
H -5.525 2.156 -1.823 -0.005 -0.004 -0.007
H 4.517 0.554 -3.474 0.022 0.023 0.015
H -8.569 -1.645 0.578 -0.004 0.004 0.003
```
Forces are in eV/Å.

Output
molar mass = 747.5 g/mol
LUMO (spin up / spin down) = -2.51 / -2.58 eV
<S²> = 6.119
spin multiplicity = 5
HOMO level (spin up / spin down) = -10.44 / -9.36 eV
Kohn-Sham gap (spin up / spin down) = 7.9 / 6.8 eV
net charge = +1

=====

[3]
The following is a DFT calculation (the ωB97M-V functional and the def2-TZVPD basis) of a 2-piece molecular cluster, C5H9N3 overall at a distorted geometry.

Geometry as XYZ:
```
17
Properties=species:S:1:pos:R:3:forces:R:3
H -1.393 0.011 -1.663 -0.079 0.269 0.104
H -1.865 -0.207 1.467 0.600 0.323 -1.785
C -1.166 0.170 -0.609 -1.780 -1.479 -0.601
C -2.019 -0.235 0.340 0.502 0.400 2.452
H 3.862 -2.667 -0.103 -0.153 0.450 -0.017
H 2.958 1.750 0.856 -1.039 -0.952 -0.786
C 1.173 0.949 -0.176 -0.680 -1.036 -0.264
C 2.490 -1.021 0.218 0.533 -0.747 -0.343
H -3.816 -0.733 1.126 -0.271 0.169 -0.371
H 2.965 1.919 -0.923 -1.166 -0.707 0.735
H -4.000 -0.437 -0.509 0.058 -0.243 -0.210
N -3.378 -0.835 0.201 1.187 -2.817 0.030
C 2.261 1.790 -0.036 4.618 0.316 0.113
N 3.264 -1.851 -0.013 -0.304 -0.082 0.314
H 1.836 2.704 0.108 -1.413 3.090 0.138
N 0.084 0.650 -0.401 0.001 0.082 0.772
H -3.258 -1.958 0.116 -0.614 2.964 -0.281
```
Forces are in eV/Å.

Output
molar mass = 111.1 g/mol
ΔE to the lowest compared entry with this formula, charge and spin = 223.3 kJ/mol
LUMO = -8.38 eV
spin multiplicity = 1
HOMO level = -18.57 eV
Kohn-Sham gap = 10.2 eV
net charge = +2

=====

[4]
The following is a DFT calculation (the ωB97M-V functional and the def2-TZVPD basis) of a 14-piece molecular cluster, C32H73N2O16PS2 overall at a distorted geometry.

Geometry as XYZ:
```
126
Properties=species:S:1:pos:R:3:forces:R:3
H 1.270 2.597 -2.518 -0.032 -0.074 0.070
O 2.163 -2.135 -3.886 0.108 0.058 -0.121
H 1.010 5.471 -4.612 0.004 0.058 0.155
O -9.679 -0.457 -1.535 -0.119 0.176 0.050
H -6.542 -4.075 -0.529 0.003 -0.008 0.022
C 0.405 -1.513 0.082 -0.471 0.074 -0.051
C -3.994 0.993 0.259 -0.061 -0.081 0.167
C -6.882 0.007 3.760 -0.398 0.183 -0.274
C -1.056 -1.464 -0.029 -0.955 -0.636 -0.126
H 0.727 5.800 -6.895 -0.033 0.024 -0.024
C -10.914 -0.233 -2.035 -0.501 1.110 0.216
H -4.876 -1.406 -0.314 -0.281 -0.086 -0.030
C 3.441 3.929 -6.733 -0.186 -0.117 0.193
C -7.035 -3.356 -1.181 -0.150 0.074 0.045
H 2.916 -3.924 -4.506 0.023 0.010 -0.158
O 4.336 0.608 5.969 0.111 -0.031 0.010
H -3.065 1.594 2.041 0.281 0.380 0.260
C -4.603 0.247 2.632 -0.280 0.599 0.182
H -11.377 -0.943 -2.684 0.042 -0.410 -0.123
O 3.880 -3.503 -6.612 0.247 0.045 -0.109
H -9.099 -0.565 1.446 -0.271 -0.374 0.048
H -1.898 3.149 5.138 -0.045 0.001 -0.027
H -1.446 3.645 3.488 -0.055 -0.004 -0.003
H 4.715 -1.619 1.931 0.098 -0.055 -0.005
H -1.199 -3.581 -0.391 0.238 -0.097 -0.034
H 5.083 -0.495 -5.188 0.090 0.039 0.058
C 0.665 6.599 -6.148 0.063 -0.083 0.119
H 2.254 -3.947 -2.860 0.016 0.049 0.021
H 5.760 2.047 5.816 0.003 0.019 -0.018
O 2.340 3.449 -5.957 0.053 -0.314 0.055
C -3.804 -1.437 -0.237 0.662 0.402 0.187
O 0.238 3.531 -4.060 0.115 -0.012 0.070
O 3.134 -1.877 3.267 0.106 -0.024 -0.294
H 4.001 -3.879 7.851 -0.014 -0.063 -0.005
H 5.288 -3.335 -8.143 0.043 -0.018 -0.016
O -8.023 -2.687 -0.405 0.156 -0.057 -0.129
C 4.056 -2.911 8.351 -0.013 0.174 -0.017
H -0.388 6.790 -5.922 -0.013 0.009 -0.045
C -1.740 -2.658 -0.286 -0.081 0.516 -0.011
H 7.114 -1.957 -3.293 -0.019 -0.013 0.034
S -7.994 0.993 0.064 0.366 -0.134 -0.176
H 3.215 -2.822 9.032 -0.019 0.003 0.019
H 4.664 -3.153 2.819 -0.049 -0.028 -0.020
H -5.071 0.485 4.718 0.268 0.278 0.358
C 4.496 -2.081 2.899 -0.179 0.181 0.165
H 6.725 -4.047 6.732 -0.021 -0.036 0.056
C 0.351 2.489 -3.104 0.113 0.060 -0.188
H 6.190 -0.813 -2.303 -0.027 0.014 0.011
H 0.261 3.188 1.688 -0.136 0.047 -0.245
H -7.593 1.646 2.563 0.061 0.398 0.002
C -4.079 1.375 1.737 0.467 -0.411 -0.094
H 3.002 -0.924 3.305 -0.127 0.110 0.302
H -1.988 4.854 4.663 -0.020 0.023 -0.009
C -0.927 0.950 0.370 -0.320 0.023 -0.003
H -5.694 1.781 3.679 0.009 0.397 0.289
H 7.338 -4.453 5.114 -0.032 -0.037 -0.004
H 3.301 4.998 -6.861 -0.014 0.031 0.031
C -3.148 -0.225 0.045 0.193 -0.685 -0.378
N -10.466 1.499 -0.858 0.265 -0.628 -0.164
H -8.459 -2.044 -0.976 -0.015 -0.034 0.066
S 1.862 1.756 3.497 0.207 -0.238 0.019
H 2.046 -0.596 1.143 0.321 -0.029 0.040
O 1.053 -2.411 -0.379 0.801 -1.028 -0.503
C 0.439 0.763 0.883 0.455 -0.082 0.045
H 0.407 3.376 4.878 0.150 0.040 -0.058
C 7.101 -0.944 -2.881 0.059 0.075 -0.152
H 3.827 -3.176 -3.185 0.007 -0.062 -0.019
O 3.159 -0.512 -6.009 0.342 0.034 -0.153
C 1.057 -0.408 0.763 0.335 0.831 0.548
H -7.481 -3.896 -2.019 0.036 -0.026 -0.012
C 6.649 -3.813 5.669 0.111 0.131 -0.096
C -5.535 0.717 3.771 0.090 -0.776 -0.350
C -3.120 -2.635 -0.401 0.084 0.596 0.170
H 4.631 0.894 -6.187 0.033 0.010 -0.009
H 2.849 -1.121 -5.323 -0.381 -0.077 0.226
H 3.699 -2.554 -6.632 -0.119 0.104 -0.043
H 5.635 -4.017 5.332 -0.030 0.006 -0.014
H 3.960 0.729 -4.549 0.173 0.043 0.030
H 5.397 -4.764 -7.101 0.018 -0.033 -0.005
H -3.673 -3.533 -0.602 -0.096 -0.308 -0.068
C -1.739 -0.255 0.129 -0.644 -0.376 -0.021
H 4.379 3.745 -6.207 0.071 0.065 -0.093
H -4.986 0.757 -0.105 -0.350 0.017 -0.153
C -8.110 -0.143 1.500 -0.081 0.705 -0.131
P 1.212 2.173 1.712 0.262 0.092 0.718
H 3.449 3.435 -7.706 0.101 0.075 -0.038
H 6.315 0.571 6.627 0.020 0.039 0.002
H -3.610 1.821 -0.312 0.079 0.308 -0.188
H 4.984 -2.853 8.926 -0.014 -0.023 0.024
H 7.959 -0.818 -2.216 -0.020 -0.016 0.037
H -5.124 -0.492 2.038 -0.150 -0.225 -0.255
H -4.644 2.290 1.862 -0.279 0.183 -0.081
C -1.420 3.934 4.545 0.202 -0.027 0.068
O 7.092 0.040 -3.912 0.057 -0.113 0.129
C -7.906 0.641 2.805 0.129 -0.429 -0.088
C 5.196 -3.695 -7.115 -0.221 0.081 0.079
C -9.463 0.677 -0.795 -0.751 0.734 0.138
N -11.425 0.905 -1.681 0.805 -0.790 -0.040
H 1.008 3.455 -4.644 -0.128 0.175 -0.138
H -7.302 -0.031 4.756 -0.084 0.119 0.349
H 7.895 -0.067 -4.428 0.015 0.054 -0.025
O 3.957 -1.843 7.415 0.372 -0.168 -0.126
H -7.385 -0.925 1.363 0.200 -0.318 -0.070
H 5.249 1.715 7.481 0.041 0.027 -0.001
O -1.325 2.078 0.193 -0.342 0.594 -0.179
H -0.503 2.535 -2.432 -0.040 0.061 -0.016
H 5.164 -1.672 3.659 0.095 -0.022 -0.077
H -6.287 -2.658 -1.568 0.012 -0.030 -0.039
H 0.356 1.518 -3.610 -0.011 -0.083 0.149
H -3.751 -0.253 3.071 0.219 -0.363 0.049
O 1.400 6.274 -4.979 -0.066 0.018 -0.120
C 4.271 0.182 -5.446 -0.393 -0.121 -0.103
C 2.828 -3.366 -3.585 -0.070 -0.006 0.337
H 5.940 -3.189 -6.493 0.045 -0.017 -0.018
O 6.905 -2.432 5.416 -0.131 -0.146 0.159
C 5.472 1.261 6.510 -0.133 -0.129 -0.005
H -8.870 0.724 3.288 -0.225 0.123 0.156
H 1.100 7.505 -6.566 0.007 0.019 -0.008
H 2.079 -1.631 -3.071 -0.072 -0.059 0.060
H 7.802 -2.240 5.703 0.005 0.076 -0.010
H 2.190 2.634 0.825 -0.010 0.008 -0.219
O -0.096 4.192 4.986 -0.229 -0.042 -0.047
H 4.076 -0.090 6.585 -0.184 0.173 -0.007
H -6.746 -1.025 3.461 0.132 -0.395 0.073
H 4.700 -1.930 6.800 -0.103 -0.036 -0.026
H 2.456 2.497 -5.853 -0.001 -0.038 -0.160
```
Forces are in eV/Å.

Output
molar mass = 837.0 g/mol
LUMO = -1.75 eV
spin multiplicity = 1
HOMO level = -9.14 eV
Kohn-Sham gap = 7.4 eV
net charge = 0